(1)
11
Properties=species:S:1:pos:R:3:lowdin_charge:R:1 method="wB97M-V/def2-TZVPD" multiplicity=1 e_homo_ha="-0.501 / -0.501" lumo_energy_ev="-5.62 / -5.62" total_charge=+1 homo_lumo_gap_ev="8.02 / 8.02"
C 1.44559 0.13354 -0.38226 0.00
N 0.17550 1.34291 -1.96632 0.29
H 0.97554 -0.93990 1.44289 0.13
H -2.57212 -0.23224 1.02591 0.14
N -1.62523 -0.48888 1.26599 0.11
C 0.54928 -0.36779 0.62311 -0.12
N -0.70626 -0.11391 0.44927 -0.01
H 2.51373 -0.01172 -0.31317 0.16
N 0.92156 0.62459 -1.40955 0.02
H -0.23964 1.05097 -2.86319 0.15
H -1.43795 -0.99758 2.12731 0.14


(2)
11
Properties=species:S:1:pos:R:3:lowdin_charge:R:1 method="wB97M-V/def2-TZVPD" smiles="[H]/N=C(/C#[NH+])NN" multiplicity=1 e_homo_ha=-0.520 lumo_energy_ev=-5.25 total_charge=+1 homo_lumo_gap_ev=8.91
N 1.09964 1.05428 0.21480 0.23
H 1.32178 -1.55370 -0.10782 0.12
H -0.76117 3.82744 -0.63949 0.11
H 1.84625 1.05989 0.89274 0.13
N 0.30310 -1.71612 -0.18994 0.09
H -1.44070 -0.61738 -0.54057 0.18
C -0.01942 0.60270 0.06024 -0.48
N -0.51959 -0.58756 -0.09705 0.00
H 0.05821 -2.20856 0.64667 0.10
C -0.81472 1.80147 -0.28478 0.15
N -0.99331 2.92822 -0.46575 0.38


Most stable structure: (1)


(1)
18
Properties=species:S:1:pos:R:3:lowdin_charge:R:1 method="wB97M-V/def2-TZVPD" smiles="NC(=O)[C@@H](N)CS.O" multiplicity=1 e_homo_ha=-0.364 lumo_energy_ev=0.49 total_charge=0 homo_lumo_gap_ev=10.40
H 1.60766 1.69219 -0.07851 0.09
H -2.16002 -1.34694 0.07394 -0.12
C -0.82124 0.57451 0.61935 -0.53
H -0.50640 0.49547 1.65955 0.06
H 1.16169 -0.72104 2.43612 -0.01
N -1.00443 0.10677 -2.32942 0.16
O 1.34828 -1.46857 3.01800 -0.06
H -1.81718 0.13581 -1.73213 0.00
N 1.55136 0.73072 0.24757 0.05
H 0.50909 -0.96672 -0.00455 0.15
C 0.33034 0.08853 -0.23469 -0.39
H -0.92300 1.64678 0.47412 0.08
C 0.22170 0.23898 -1.76751 -0.51
O 1.22633 0.42721 -2.42580 0.05
H 2.32092 0.27306 -0.22759 0.08
H 0.50970 -1.91369 3.15977 0.03
S -2.48809 -0.10124 0.44814 0.74
H -1.06671 0.10816 -3.33633 0.12


(2)
18
Properties=species:S:1:pos:R:3:lowdin_charge:R:1 method="wB97M-V/def2-TZVPD" smiles="NC(=O)[C@@H](N)CS.O" multiplicity=1 e_homo_ha=-0.335 lumo_energy_ev=0.55 total_charge=0 homo_lumo_gap_ev=9.67
H -2.54829 0.92222 -1.16013 -0.02
N -0.79135 -1.19640 -1.56117 0.16
H 2.22974 -2.00850 -0.01151 0.12
H 1.74977 1.02442 3.59582 -0.15
H 1.36697 1.54421 0.47722 0.07
H 0.07946 1.30336 1.68141 0.09
O -3.52989 1.04123 -1.08634 -0.09
O -0.83162 0.93787 -0.84868 0.04
H 0.22622 -1.18490 1.07660 0.14
H -0.25084 -2.05415 -1.72069 0.10
C 0.85893 0.80039 1.09199 -0.49
C 0.67067 -0.49841 0.37288 -0.43
N 1.76684 -1.11866 -0.36959 0.03
S 2.11578 0.42344 2.41408 0.66
H -3.50239 1.77421 -0.46572 0.02
H 2.41095 -0.41920 -0.77258 0.10
C -0.29008 -0.14420 -0.79935 -0.46
H -1.73087 -1.14693 -1.91424 0.10


Most stable structure: (1)


(1)
18
Properties=species:S:1:pos:R:3:lowdin_charge:R:1 method="wB97M-V/def2-TZVPD" multiplicity=1 e_homo_ha=-0.454 lumo_energy_ev=-8.58 total_charge=+1 homo_lumo_gap_ev=3.79
H 0.68393 0.19326 4.65357 -0.01
H -2.09478 0.79563 -1.68231 0.11
C -0.84258 -1.25380 -0.54719 0.25
O 0.69987 0.45481 -0.24271 0.15
N -1.22105 1.01438 -1.26191 0.24
C -2.01339 -1.85555 -1.19602 0.02
N 1.63007 0.32198 4.34012 0.00
H -2.32892 -1.30615 -2.08549 0.11
O 2.09115 1.87943 -2.66345 -0.07
H -1.69939 -2.83885 -1.55660 0.13
H 2.22197 -0.42047 4.68102 0.00
C -0.38056 0.09647 -0.69287 -0.48
H -2.84984 -1.84726 -0.48461 0.16
H -0.77751 1.90535 -1.38717 0.14
H -0.20918 -1.87644 0.08553 0.17
H 2.95378 2.25207 -2.88010 0.05
H 1.97704 1.15471 4.79400 0.01
H 2.15939 1.33043 -1.87381 0.01


(2)
18
Properties=species:S:1:pos:R:3:lowdin_charge:R:1 method="wB97M-V/def2-TZVPD" smiles=C[C@@H](O)[C@@H]([NH3+])ON multiplicity=1 e_homo_ha=-0.513 lumo_energy_ev=-3.41 total_charge=+1 homo_lumo_gap_ev=10.55
C 0.26653 -1.05799 -1.68368 -0.02
H -0.63314 -0.55870 3.32822 0.15
N -1.37954 0.41722 0.17016 0.22
H -1.99282 -0.34804 0.46946 0.18
C 0.14488 0.43888 0.54975 -0.25
H 1.13995 -0.46711 3.30574 0.10
O 0.57174 1.35310 -1.49816 -0.05
H -1.29704 0.72889 -0.82736 0.15
H -1.79624 1.27387 0.64205 0.19
H 0.92916 -1.04370 -2.61010 0.13
H 0.41556 1.56069 0.85456 0.22
N 0.27454 -0.14117 2.87310 0.04
H 0.25617 -2.01694 -1.18069 0.10
H -0.74503 -0.81704 -2.07843 0.09
H 1.87888 -0.07210 -0.56250 0.20
C 0.72195 0.09772 -0.83128 -0.42
O 0.41112 -0.50478 1.53491 -0.15
H 0.83333 1.15720 -2.45574 0.15


Most stable structure: (2)